The molecule C19H29N3O4S in a non-equilibrium geometry. Source: the Open Molecules 2025 dataset; level of theory: ωB97M-V with the def2-TZVPD basis set.

SMILES: COc1ccccc1CNC(=O)C1CCN(S(=O)(=O)N2CCCCC2)CC1
Energy above the lowest of the compared OMol25 structures with the same formula, charge and spin: 1.0446 eV
Frontier orbital gap: 9.317 eV

```
56
Properties=species:S:1:pos:R:3:nbo_charge:R:1
N -1.94 -0.88 0.14 -0.6815
H -4.12 2.97 0.59 0.1938
H -5.29 -0.01 -1.78 0.2297
H 4.63 -2.02 -1.13 0.2377
H 3.01 -1.33 1.23 0.4039
H -1.28 0.84 1.03 0.2300
N -3.53 1.06 0.06 -0.6850
C 2.14 -1.89 -0.54 0.6917
H -6.93 1.85 -1.66 0.2123
C -3.55 1.18 -1.39 -0.2301
C 5.46 1.79 -1.93 -0.2360
C -0.96 -0.20 0.97 -0.2345
H 1.15 0.19 0.95 0.2100
S -3.50 -0.52 0.59 2.4530
H 3.83 0.70 3.74 0.2003
C 4.81 0.01 -0.45 -0.0998
C -1.66 -2.30 0.01 -0.2327
C 4.66 0.94 0.59 0.3715
O -3.63 -0.49 2.02 -0.9526
H -0.31 -2.07 -1.66 0.2257
H 4.80 3.01 1.14 0.2179
C 0.42 -0.32 0.33 -0.3881
H -4.39 1.69 1.80 0.2383
H -2.89 0.41 -1.77 0.2295
H 5.76 2.12 -2.91 0.2154
C -4.96 1.02 -1.96 -0.4270
H 5.08 1.80 3.12 0.1818
H -5.62 3.02 -1.50 0.1892
H -4.93 1.19 -3.04 0.2102
C 5.31 2.70 -0.90 -0.1901
C 5.20 0.45 -1.70 -0.1708
N 3.18 -1.67 0.29 -0.6135
O 2.27 -2.14 -1.72 -0.6290
H -0.95 -0.63 1.98 0.1861
H 0.86 -2.27 1.14 0.2075
O -4.37 -1.38 -0.14 -0.9509
O 4.25 0.43 1.80 -0.5359
C 4.53 -1.46 -0.19 -0.2447
H -6.55 2.46 0.74 0.2120
H 5.23 -1.85 0.55 0.2096
H 5.30 -0.27 -2.50 0.2179
C -5.89 1.76 0.23 -0.4201
H -1.67 -2.79 0.99 0.1760
H -6.21 0.74 0.45 0.2115
C 0.79 -1.80 0.16 -0.3169
H 3.36 2.08 2.71 0.1779
H 5.51 3.75 -1.07 0.2143
H -0.08 -3.56 -0.75 0.2227
C 4.91 2.28 0.35 -0.3225
H -3.15 2.16 -1.64 0.1963
C -4.46 1.94 0.74 -0.2283
C -0.30 -2.49 -0.66 -0.3883
C -5.92 1.99 -1.28 -0.3979
H -2.46 -2.72 -0.60 0.2382
C 4.13 1.32 2.89 -0.2521
H 0.40 0.15 -0.65 0.2162
```

The molecule C19H29N3S2. Source: the Open Molecules 2025 dataset; level of theory: ωB97M-V with the def2-TZVPD basis set.

SMILES: CSc1cccc(NC(=S)N2CCC(N(C)C3CCCC3)CC2)c1
Energy above the lowest of the compared OMol25 structures with the same formula, charge and spin: 0.0686 eV
Frontier orbital gap: 8.253 eV

```
53
Properties=species:S:1:pos:R:3:nbo_charge:R:1
H 2.40 1.26 2.68 0.2018
C 0.97 1.23 -0.84 -0.4085
N -0.80 -0.43 -1.10 -0.4225
H 6.74 -1.45 0.29 0.2099
C -6.29 -2.33 0.24 -0.1803
N 2.81 0.73 0.72 -0.4578
H 0.73 -0.20 -2.47 0.1863
C 6.09 -0.72 -0.18 -0.3988
C -4.92 0.08 0.15 -0.2985
H -0.69 -1.46 0.71 0.2051
H 4.76 2.24 0.56 0.2197
C -6.96 -1.15 0.49 -0.2507
S -2.79 1.13 -1.82 -0.2716
H 7.20 1.16 -0.04 0.2115
H 2.90 -0.43 2.52 0.1626
C 5.03 1.43 -0.11 -0.4176
C 0.11 0.43 -1.82 -0.2356
H 3.49 0.35 -1.17 0.1986
C 3.06 0.59 2.14 -0.4082
H 1.81 1.66 -1.37 0.2152
H -0.29 -2.44 -0.72 0.1895
H -8.02 -1.16 0.72 0.2187
H -6.71 3.75 0.20 0.2341
N -2.89 -1.13 -0.43 -0.6254
H -5.29 2.99 0.94 0.2166
H 1.67 -1.77 0.77 0.2217
H -5.72 2.63 -0.77 0.2354
S -7.20 1.52 0.77 0.2506
C -0.18 -1.45 -0.26 -0.2235
H 4.50 -1.27 1.15 0.2016
H 4.21 -1.79 -0.51 0.2086
H 6.36 0.68 1.43 0.1927
H -4.37 1.00 0.15 0.2456
H -4.42 -3.24 -0.29 0.2041
C 6.29 0.70 0.35 -0.4027
H -0.48 1.10 -2.44 0.2639
H 4.09 0.88 2.36 0.2023
C 1.47 0.34 0.32 -0.0278
C 3.90 0.37 -0.16 -0.0358
C -6.10 2.86 0.23 -0.7422
C 1.30 -1.14 -0.04 -0.4265
H 6.27 -0.74 -1.26 0.1943
C -4.26 -1.10 -0.14 0.2600
C -6.28 0.06 0.44 -0.1406
C 4.61 -0.98 0.11 -0.4326
H 1.87 -1.38 -0.94 0.2031
H 0.38 2.05 -0.44 0.2206
H -2.49 -2.06 -0.38 0.3951
C -4.94 -2.31 -0.08 -0.2920
H -6.81 -3.27 0.29 0.2153
C -2.13 -0.19 -1.07 0.3109
H 0.83 0.53 1.19 0.1973
H 5.18 1.86 -1.10 0.2065
```

A structure of composition C19H29NdO2 in a non-equilibrium geometry. Source: the Open Molecules 2025 dataset; level of theory: ωB97M-V with the def2-TZVPD basis set.

⟨S²⟩: 3.75
Multiplicity: 4
Net charge: -2
Frontier orbital gap (spin up / spin down): 2.414 / 2.415 eV

```
51
Properties=species:S:1:pos:R:3:lowdin_spin:R:1
H -0.13 1.67 3.51 0.0001
C 2.00 1.81 0.69 0.0002
C -1.60 -0.60 4.12 0.0001
O 0.24 -1.96 -0.97 -0.0112
H 2.79 0.39 2.25 0.0001
O -0.13 -0.66 2.24 -0.0041
H -0.21 -2.73 -4.24 -0.0001
H 0.42 1.11 -5.17 0.0000
C 0.32 -1.92 -3.71 0.0002
Nd 0.09 -0.08 0.17 3.0292
H 1.60 -2.79 -2.16 -0.0004
H -2.17 0.20 -3.62 0.0000
H -2.17 -1.56 -3.67 0.0000
H 0.10 1.23 -3.43 0.0002
H -1.48 2.01 -2.17 0.0003
H 3.40 -1.21 0.16 0.0001
H -0.06 -3.49 -2.22 -0.0002
H 2.71 0.09 -2.11 0.0000
C 2.90 -0.24 0.10 -0.0020
H 1.71 -1.57 3.89 0.0000
C 2.57 0.60 1.21 -0.0016
H 0.71 -1.50 5.36 0.0000
C -1.70 1.86 1.16 -0.0024
C -1.15 2.44 -0.01 -0.0022
H 1.33 -1.93 -4.13 -0.0001
C 0.51 -2.54 -2.20 -0.0002
H -2.23 0.16 3.65 0.0000
H -1.65 -0.46 5.21 0.0000
C -0.16 -0.50 3.63 0.0002
H 1.47 0.94 3.74 0.0000
C -2.55 0.77 0.74 -0.0004
H -2.27 -0.65 -5.18 0.0000
H -1.59 2.22 2.17 0.0001
H -3.10 0.04 -1.29 0.0001
C -1.64 1.73 -1.14 0.0003
H 0.26 -2.58 4.02 0.0000
H -3.15 0.15 1.41 0.0001
C 2.52 0.44 -1.10 -0.0018
C -0.33 -0.69 -4.20 -0.0003
H 1.50 0.34 -3.98 0.0000
H 0.32 1.02 5.10 0.0000
C 0.46 0.55 -4.21 0.0002
C -1.80 -0.66 -4.18 0.0000
H -0.50 3.31 -0.03 0.0000
H 1.63 2.48 -1.43 -0.0001
H -2.02 -1.58 3.87 0.0000
C 1.96 1.70 -0.73 -0.0031
C 0.68 -1.61 4.27 -0.0001
C 0.41 0.87 4.02 0.0002
C -2.51 0.71 -0.67 -0.0023
H 1.69 2.67 1.28 0.0005
```

| no. | calculated total energy (eV) |
| --- | --- |
| 1 | -43669.8129 |
| 2 | -46314.7244 |
| 3 | -39543.5683 |